1.
Molecular formula: C3H10NO
Method: DFT, ωB97M-V/def2-TZVPD

The value obtained for the HOMO energy (alpha / beta) is -0.1886 / -0.3611 Ha. The expectation value of S² is 0.753. As for the energy relative to the best compared isomer or geometry (same formula, charge and spin): 35.63 kcal per mole. As for the orbital gap (alpha / beta): 5.9 / 10.6 eV.

ORCA input file:
```
! wB97M-V def2-TZVPD RIJCOSX def2/J DEFGRID3
* xyz 0 2
C 1.70801 1.72533 -0.38437
H -2.31039 -1.15738 0.70050
H 0.24821 -1.48934 0.63433
H -1.98292 -0.44732 -0.96171
O -0.99998 0.55780 0.43933
C -1.58298 -0.82765 -0.03420
H 2.17523 -0.17660 0.29138
H 2.58508 2.07102 -0.90996
H 0.88486 2.42820 -0.42682
H 0.43898 0.41834 0.50350
H -1.74157 0.96380 -0.01930
N 1.44346 0.48897 0.13368
H -0.00694 -2.00828 -1.12519
C -0.43098 -1.81680 -0.14566
H -0.79747 -2.79943 0.16550
*
```

2.
Molecular formula: C42H50Br2F3N4O4
Method: DFT, ωB97M-V/def2-TZVPD

The value obtained for the HOMO energy is -0.1600 Ha. As for the orbital gap: 5.4 eV.

ORCA input file:
```
! wB97M-V def2-TZVPD RIJCOSX def2/J DEFGRID3
* xyz -1 1
C 6.55533 0.53651 8.38997
H 1.60658 -9.64292 -8.98328
F 3.11157 -6.19057 -7.61701
H -1.61877 -5.18368 -4.33437
C -0.85794 -2.98165 -4.82024
H -2.45928 0.18035 4.19786
N 5.90933 2.65077 8.20331
H 0.21973 0.47006 4.26816
Br 5.21153 -4.42315 -7.84377
C -0.64117 3.14028 1.21120
H 5.33817 3.47972 8.22786
C 1.15675 -1.09640 7.58347
C -2.36809 9.04586 3.35212
H -0.48198 -0.69664 -4.91108
C -3.92728 -0.13835 -0.96150
H 0.53464 -2.32587 -6.43654
H 3.38661 1.00079 6.48508
H -1.30887 3.23994 2.15204
N 1.02318 -7.59321 -9.09314
C 3.30094 -1.19296 6.91421
C -3.18624 0.89903 -1.63049
C -0.19447 1.01355 3.33032
C 1.09030 1.51077 2.49972
C -3.90994 -1.67243 -1.36143
C -1.61245 8.01724 2.84472
C -3.34426 2.35966 -1.01119
H -0.91135 7.98727 2.02424
C 2.87451 0.10825 6.81142
H -0.86763 1.84775 3.72556
C -2.17165 5.15118 0.31303
H 0.15197 -1.26794 7.93897
H -0.94183 2.21885 0.58722
C 0.88565 2.87772 1.67742
H 2.20201 -3.01827 7.60224
F 4.06147 -5.62151 -5.51557
H -2.73510 4.81146 1.26398
C -1.68607 -4.07162 -4.05691
H 6.54542 -0.52501 8.58895
F 3.27376 -2.74000 -6.49057
H 1.17823 -5.35462 -5.62073
C -2.07707 -1.09356 -3.22557
H -3.18542 3.61917 -2.84393
H -3.81734 9.06220 5.05827
H -1.54103 3.40862 -2.04168
C -2.68485 -3.66080 -2.90878
H -0.76799 -10.06947 -10.23315
C 5.50000 1.39641 8.57064
H 1.29401 3.79623 2.23408
C 2.21217 -1.95677 7.40315
H -3.03200 2.38445 0.10097
C -2.89539 -2.18429 -2.47829
C 0.13593 -3.31279 -6.02181
C -0.06348 -6.91878 -9.57615
O -3.53433 -5.15487 -0.89868
N -1.87513 6.89478 3.58436
H 1.93043 1.69141 3.27651
N 1.56655 0.15785 7.21597
H -3.26043 -0.39489 2.58068
C -3.11825 8.52450 4.43475
C -1.08107 -1.50666 -4.36886
C -2.28389 0.46429 -2.85306
C 1.39464 -4.22651 -5.62204
O -4.75000 -2.43358 -0.78904
H -1.19692 0.16066 1.42718
C 0.85498 -8.93585 -9.30069
H -4.57538 0.14166 -0.04813
C -0.93354 -7.84073 -10.10703
H -1.45678 5.98978 3.43827
H -0.20640 4.39681 -0.69583
C -3.50122 -4.85880 -2.24096
H -3.14118 6.43760 5.24058
C 3.65980 -5.14507 -6.78434
C -1.00407 -0.13504 2.51311
H 0.99575 0.98717 7.24000
H 4.49559 1.22465 8.92628
H 1.82089 -7.16910 -8.65332
C 7.21706 2.60241 7.79833
H -1.88431 -7.61849 -10.56890
H -0.12558 -5.84399 -9.50334
O -1.69297 1.26656 -3.65367
C 2.55608 -3.96124 -6.73171
H 1.49511 2.77225 0.69867
H -2.02806 6.29291 0.45100
H 4.28772 -1.55498 6.66554
H -0.46707 -3.90849 -6.80861
H -0.34161 -1.08416 2.47737
C 7.64391 1.30103 7.90081
H 1.43272 0.63801 1.84369
H -4.11566 4.82713 -0.73005
H -4.48074 2.58843 -0.99924
C -3.00328 4.92190 -1.04464
C -0.69599 4.51012 0.32800
Br 1.81115 -3.81178 -8.59596
H 7.72871 3.49532 7.47207
C -2.37132 -0.51357 3.29308
H 8.63074 0.93919 7.65189
H -0.02802 5.25481 0.91751
O -4.18375 -5.61491 -3.03808
H 1.84894 -3.98172 -4.60074
C -0.35111 -9.11957 -9.93182
H -2.96139 5.84743 -1.72615
H -2.38004 10.06128 2.98403
C -2.64964 3.55037 -1.82007
H -2.36618 -1.60164 3.65984
C -2.79633 7.19449 4.55239
*
```

3.
Molecular formula: C5H10N2O
Method: DFT, ωB97M-V/def2-TZVPD

The value obtained for the HOMO energy is -0.3164 Ha. As for the energy relative to the best compared isomer or geometry (same formula, charge and spin): 146.88 kcal per mole. As for the orbital gap: 9.5 eV.

ORCA input file:
```
! wB97M-V def2-TZVPD RIJCOSX def2/J DEFGRID3
* xyz 0 1
N -1.81480 -0.43215 -0.56581
C 0.38264 2.18308 0.23835
H 1.49877 -2.23291 -0.62732
H 3.27068 -1.34160 0.08869
H 1.31322 2.76401 0.78061
H -3.73626 -0.40992 -0.84116
C -1.20646 -0.92130 0.55703
C 1.10694 -0.23474 -0.01161
C 2.08242 -1.21881 -0.62073
N 1.03072 0.93584 -0.44259
H -0.37596 1.64161 1.03112
H -0.14809 3.04343 -0.46309
H 0.40614 -1.32217 1.75596
H 2.49961 -0.73020 -1.68570
H -1.96130 -1.29530 1.20620
O -3.15096 0.11676 -0.36685
C 0.05297 -0.76092 0.92620
H -1.25029 0.21531 -0.95930
*
```

4.
Molecular formula: C8H10N3
Method: DFT, ωB97M-V/def2-TZVPD

The value obtained for the HOMO energy is -0.4825 Ha. As for the energy relative to the best compared isomer or geometry (same formula, charge and spin): 50.18 kcal per mole. As for the orbital gap: 9.0 eV.

ORCA input file:
```
! wB97M-V def2-TZVPD RIJCOSX def2/J DEFGRID3
* xyz 1 1
H -0.85186 -0.85630 -3.32940
N -2.28342 -1.18821 1.83933
C -0.43907 0.22134 0.54903
C 1.11882 1.76161 -0.38135
C -0.45733 -0.44980 -0.64543
N -0.03002 -0.75112 2.75525
H 1.93262 2.37492 -0.08123
C -1.13050 -0.39166 1.76074
N -2.39360 -0.14135 2.39391
H 0.53213 -1.37194 2.13747
H 1.65421 1.44658 -2.40946
H 0.53835 0.08314 3.09282
H -0.42435 -1.12107 3.62988
C 0.24841 1.42513 0.66741
H 0.75846 -1.70903 -2.88865
H 0.67774 -0.18758 -3.70889
C 0.20917 -0.05150 -1.73624
C 0.18224 -0.86538 -3.03541
H 0.18735 2.08541 1.59520
H -1.10351 -1.37378 -0.64706
C 1.07416 1.06061 -1.55791
*
```

5.
Molecular formula: C4H7N3O
Method: DFT, ωB97M-V/def2-TZVPD

The value obtained for the HOMO energy is -0.3306 Ha. As for the energy relative to the best compared isomer or geometry (same formula, charge and spin): 122.64 kcal per mole. As for the orbital gap: 9.3 eV.

ORCA input file:
```
! wB97M-V def2-TZVPD RIJCOSX def2/J DEFGRID3
* xyz 0 1
O 1.86415 0.71338 2.17461
H -0.88204 -0.78520 -2.48452
H -2.04000 -1.97524 -0.03675
H -0.23530 -1.88997 -0.13132
C -0.57823 0.11369 -1.60438
N 1.09524 1.10690 -0.36073
C -0.84761 -0.09206 0.00925
C 0.50975 0.80139 -1.70658
N -1.06872 -1.66168 0.32988
N 0.44477 0.61939 1.90197
H 0.97228 1.04121 -2.60666
H 2.12728 1.34764 1.42015
H 0.05363 -0.25741 2.22858
H -1.73391 0.39987 0.39342
C 0.31872 0.51809 0.47307
*
```

6.
Molecular formula: C8H9ClNO3P
Method: DFT, ωB97M-V/def2-TZVPD

The value obtained for the HOMO energy is -0.3532 Ha. As for the energy relative to the best compared isomer or geometry (same formula, charge and spin): 0.00 kcal per mole. As for the orbital gap: 9.5 eV.

ORCA input file:
```
! wB97M-V def2-TZVPD RIJCOSX def2/J DEFGRID3
* xyz 0 1
C -0.60391 2.19525 1.31783
O 1.44303 -2.51225 2.02625
C 1.06079 -0.29272 -1.08103
P 0.06899 -0.24016 2.09700
H -2.18614 0.78952 -0.77385
Cl -1.41274 -1.47667 1.91264
C -0.06495 0.40812 -0.58908
C -0.39341 -1.25503 -2.72138
C 0.88607 -1.16347 -2.16485
H -0.60705 3.14382 0.76393
C -1.32694 0.24624 -1.13559
C -1.51483 -0.56343 -2.24234
H -0.21691 2.55237 2.25708
H -0.53838 -1.76120 -3.64399
H -1.65827 1.81027 1.36061
H 1.23630 1.31785 0.86575
H -2.53127 -0.59909 -2.64422
H 1.64611 -1.79028 -2.54066
O 0.20047 0.27368 3.51190
N 1.63857 -1.33339 1.76327
C 0.24247 1.03636 0.79278
H 2.00393 -0.11694 -0.67819
O 2.62807 -0.66883 1.54613
*
```

7.
Molecular formula: C2H2IO3
Method: DFT, ωB97M-V/def2-TZVPD

The value obtained for the HOMO energy is -0.0805 Ha. As for the energy relative to the best compared isomer or geometry (same formula, charge and spin): 42.45 kcal per mole. As for the orbital gap: 5.6 eV.

ORCA input file:
```
! wB97M-V def2-TZVPD RIJCOSX def2/J DEFGRID3
* xyz -1 1
I 1.31759 -2.03201 0.17290
H -0.92805 -0.18397 -1.35760
H -1.22361 -1.30016 1.13986
O 0.56742 2.17591 -0.81165
O 1.43311 1.21920 1.04696
C 1.00403 1.78881 0.15498
C -1.00047 -1.49572 0.06363
O -1.17003 -0.17206 -0.40907
*
```

8.
Molecular formula: C4H12NOS
Method: DFT, ωB97M-V/def2-TZVPD

The value obtained for the HOMO energy is -0.0869 Ha. As for the energy relative to the best compared isomer or geometry (same formula, charge and spin): 31.39 kcal per mole. As for the orbital gap: 5.9 eV.

ORCA input file:
```
! wB97M-V def2-TZVPD RIJCOSX def2/J DEFGRID3
* xyz -1 1
H 0.58788 0.58623 -0.29034
H -0.77681 0.28319 -3.53194
H 1.93425 -2.07620 1.53028
H -0.18991 -2.05637 1.74822
O -0.84841 -0.66309 -3.57293
H -1.11183 0.73807 -0.66815
H -1.34178 2.75244 0.93659
H -0.56407 -1.94532 -0.09307
N -0.64274 -0.19178 1.18179
C -0.36658 0.84650 0.14289
H -0.18136 -0.93906 -2.96308
H 0.08860 2.31589 1.66904
H 1.74920 -0.40983 1.09274
H -1.64858 -0.19931 1.30541
C -0.39449 2.26755 0.68348
C 1.47624 -1.41887 0.79570
C -0.10471 -1.52661 0.79846
H 1.82636 -1.66905 -0.20635
S 0.50873 3.30562 -0.55871
*
```

Listing E_tot for the structures above in their given order: -6807.201 -206744.067 -10368.936 -12918.542 -10774.429 -37883.888 -16349.344 -18715.393 eV.